Entry from the Open Molecules 2025 dataset: a 8-piece molecular cluster, C34H78NO22S7 overall at a distorted geometry (ωB97M-V/def2-TZVPD).

Structure (XYZ):
```
142
Properties=species:S:1:pos:R:3:forces:R:3:lowdin_charge:R:1
C -1.3068 -3.9743 -4.6571 0.391 -0.058 0.959 -0.10
C -0.6905 -3.0219 -3.6029 -0.640 0.374 -1.092 -0.22
C -1.0618 -1.5705 -3.9255 0.614 -0.221 1.170 -0.26
O -0.1509 -0.7475 -3.2307 -0.197 0.103 -0.067 -0.20
C -0.7911 0.3671 -2.5683 0.249 -0.223 0.356 -0.33
C 0.2249 1.2608 -1.9004 0.421 0.592 -0.173 -0.25
C 1.3716 1.5021 -2.8879 -0.177 -0.732 0.383 -0.30
C 2.5299 0.5007 -2.7238 -0.068 -0.033 -0.359 -0.24
C 3.2352 0.2910 -4.0580 0.433 0.017 0.481 -0.20
C 4.5451 -0.4728 -3.9565 -0.118 -0.504 -0.945 -0.14
N 5.0833 -0.7497 -5.3099 -0.334 1.002 2.461 -0.13
C 5.7999 0.1664 -5.9967 0.002 -0.248 -0.206 -0.11
C 6.0905 -0.4028 -7.1951 0.938 1.008 -1.172 -0.13
C 5.5400 -1.6737 -7.2244 -0.372 -1.250 -0.483 -0.12
C 4.9046 -1.8706 -6.0252 0.116 -0.213 -0.387 -0.12
H -1.9618 -4.6776 -4.1507 -0.259 -0.078 -0.166 0.06
H -1.8627 -3.3928 -5.3844 -0.130 -0.138 -0.271 0.06
H -0.5425 -4.5752 -5.1401 0.050 0.040 -0.275 0.06
H -1.0863 -3.2556 -2.6223 0.263 -0.095 0.257 0.08
H 0.3943 -3.0389 -3.6078 0.177 -0.284 0.153 0.10
H -1.0132 -1.4136 -5.0065 -0.099 0.247 -0.095 0.11
H -2.0578 -1.3636 -3.5253 -0.316 -0.018 -0.452 0.11
H -1.4585 -0.0677 -1.8094 -0.346 0.113 -0.131 0.09
H -1.4142 0.8734 -3.3414 -0.003 0.007 -0.128 0.10
H -0.2819 2.2360 -1.8035 -0.146 -0.038 0.309 0.01
H 1.8059 2.5021 -2.8134 -0.187 0.196 -0.048 0.09
H 0.9934 1.3417 -3.9138 0.161 0.338 -0.257 0.09
H 2.1326 -0.4447 -2.3632 -0.114 -0.108 0.006 0.08
H 3.2248 0.8434 -1.9534 0.120 0.153 0.048 0.10
H 2.5781 -0.2444 -4.7424 -0.135 0.011 -0.063 0.12
H 3.4574 1.2636 -4.5021 -0.049 0.077 -0.152 0.11
H 4.4266 -1.4474 -3.4841 -0.150 0.017 0.204 0.12
H 5.3083 0.0765 -3.4143 0.047 0.120 0.160 0.12
H 6.0616 1.1382 -5.6351 -0.112 0.170 0.375 0.12
H 6.6410 0.0993 -7.9727 0.071 -0.111 -0.147 0.09
H 5.5708 -2.3937 -8.0200 0.074 -0.062 -0.182 0.09
H 4.3422 -2.7059 -5.6563 -0.108 -0.094 0.146 0.12
O -0.4936 -5.8898 -1.9299 0.170 -0.333 -0.115 -0.27
S 0.3855 -5.7714 -0.8059 -0.187 0.629 0.400 0.57
O 1.7100 -6.3133 -0.8443 0.031 -0.198 -0.249 -0.28
O -0.3654 -6.3304 0.4845 0.021 0.093 0.057 -0.26
C -0.9163 -7.6597 0.4236 -0.179 -0.563 0.001 -0.25
C 0.1444 -8.7323 0.5485 0.310 0.061 -0.346 -0.08
C 0.4782 -4.0860 -0.3068 -0.009 -0.009 0.063 -0.12
H -1.4990 -7.7788 -0.4918 0.080 0.155 -0.062 0.11
H -1.6083 -7.7286 1.2612 0.063 0.226 0.063 0.12
H 0.8070 -8.7376 -0.3174 -0.075 0.011 -0.043 0.07
H -0.3191 -9.7161 0.6278 -0.072 0.041 0.080 0.09
H 0.7553 -8.5578 1.4280 -0.054 -0.036 0.074 0.05
H -0.5267 -3.6794 -0.2408 0.005 0.009 -0.017 0.08
H 1.0493 -3.5516 -1.0635 -0.038 -0.016 -0.045 0.08
H 0.9855 -4.0338 0.6527 0.013 -0.029 -0.008 0.07
O 0.6927 5.5797 -1.1359 -0.227 0.223 -0.169 -0.27
S 0.1787 5.1372 0.1229 0.511 -0.502 0.337 0.56
O -1.1644 4.6655 0.2402 -0.106 0.226 0.016 -0.28
O 0.4110 6.3002 1.2006 0.115 -0.052 0.087 -0.27
C -0.0953 7.6074 0.8800 -0.344 0.445 -0.087 -0.26
C -1.6002 7.7061 1.0531 -0.029 -0.183 -0.111 -0.07
C 1.2557 3.9320 0.8061 0.091 -0.047 -0.020 -0.12
H 0.2074 7.8842 -0.1318 0.028 -0.150 -0.023 0.11
H 0.4024 8.2913 1.5669 0.135 -0.169 0.067 0.12
H -2.1256 7.0893 0.3258 -0.003 0.023 0.006 0.07
H -1.9295 8.7375 0.9220 0.047 0.017 0.031 0.08
H -1.8967 7.3625 2.0443 0.016 0.054 0.030 0.07
H 2.2768 4.3003 0.7498 -0.011 0.026 -0.013 0.07
H 1.1375 3.0221 0.2032 -0.115 -0.001 -0.065 0.05
H 0.9609 3.7429 1.8351 -0.043 -0.003 -0.015 0.07
O -0.0442 -8.7676 3.6342 -0.231 -0.206 0.050 -0.28
S 0.8165 -9.0300 4.7456 0.306 0.408 0.240 0.57
O 1.0976 -10.3728 5.1453 -0.098 -0.177 -0.121 -0.27
O 0.2922 -8.2088 6.0033 0.130 0.054 -0.016 -0.26
C -1.0853 -8.3777 6.3907 -0.558 -0.150 0.201 -0.25
C -1.3271 -9.6875 7.1151 0.155 -0.166 -0.118 -0.07
C 2.3327 -8.1648 4.5291 0.038 0.090 0.019 -0.12
H -1.7304 -8.2808 5.5160 0.136 -0.014 -0.092 0.11
H -1.3070 -7.5419 7.0515 0.218 0.095 -0.056 0.12
H -1.1857 -10.5394 6.4513 -0.018 0.015 -0.009 0.07
H -2.3471 -9.7210 7.4989 0.000 0.086 0.007 0.08
H -0.6301 -9.8009 7.9455 -0.041 0.050 0.039 0.08
H 2.1152 -7.1353 4.2577 -0.022 -0.010 -0.003 0.08
H 2.8752 -8.6617 3.7276 -0.058 -0.042 -0.015 0.08
H 2.8997 -8.2160 5.4546 -0.016 -0.025 0.006 0.07
O -5.2750 5.5571 -4.6097 0.085 0.231 -0.020 -0.27
S -5.8764 5.1298 -3.3847 -0.029 -0.611 0.079 0.55
O -5.8465 5.9767 -2.2322 -0.085 0.270 0.006 -0.28
O -5.3321 3.6993 -3.0011 -0.208 -0.019 -0.148 -0.27
C -3.8920 3.5128 -2.8842 0.698 -0.050 0.305 -0.22
C -3.3506 4.0731 -1.5875 -0.384 0.193 -0.208 -0.07
C -7.5423 4.6436 -3.6956 -0.095 0.000 -0.009 -0.13
H -3.3906 3.9416 -3.7523 -0.182 0.098 -0.047 0.12
H -3.7310 2.4371 -2.9177 -0.272 -0.030 -0.072 0.12
H -3.4326 5.1595 -1.5606 0.052 -0.009 -0.003 0.07
H -2.3069 3.8099 -1.4725 0.058 -0.145 -0.058 0.05
H -3.9115 3.6806 -0.7381 0.078 -0.079 0.010 0.09
H -7.5591 3.9763 -4.5525 0.027 -0.009 0.009 0.07
H -8.1097 5.5475 -3.9067 0.056 0.033 0.000 0.07
H -7.9345 4.1524 -2.8090 0.023 -0.001 0.007 0.07
O -5.1787 7.6089 1.4400 0.096 0.282 0.029 -0.27
S -6.3842 7.2397 2.1108 -0.112 -0.512 0.009 0.56
O -7.2570 8.2438 2.6385 0.022 0.194 -0.043 -0.28
O -6.0276 6.2018 3.2631 -0.138 -0.061 -0.038 -0.26
C -5.0068 6.5737 4.2109 0.423 0.171 0.439 -0.25
C -5.4928 7.5715 5.2413 -0.168 0.214 -0.104 -0.07
C -7.3176 6.1362 1.1074 -0.023 -0.108 -0.042 -0.12
H -4.1301 6.9466 3.6791 -0.090 0.006 -0.131 0.11
H -4.7156 5.6485 4.7044 -0.122 -0.116 -0.155 0.12
H -5.7172 8.5362 4.7869 0.010 -0.017 -0.029 0.07
H -4.7259 7.7219 6.0010 0.032 -0.113 -0.009 0.06
H -6.4060 7.2169 5.7206 0.038 -0.053 0.032 0.08
H -6.6593 5.3542 0.7383 0.035 0.044 -0.026 0.07
H -7.7185 6.7121 0.2764 0.087 0.059 -0.004 0.08
H -8.1268 5.7220 1.7035 0.020 0.037 0.042 0.07
O -2.7863 6.5557 7.3443 -0.120 0.242 -0.091 -0.28
S -1.9870 6.3328 8.5089 0.264 -0.483 0.100 0.57
O -1.7912 7.3754 9.4658 -0.127 0.204 -0.017 -0.27
O -0.5757 5.7628 8.0563 -0.067 -0.099 0.096 -0.26
C 0.1720 6.5106 7.0733 0.359 0.383 -0.380 -0.25
C 0.8318 7.7419 7.6615 -0.179 0.080 0.190 -0.07
C -2.5508 4.8898 9.3434 -0.004 -0.100 0.002 -0.12
H -0.4749 6.7671 6.2332 -0.129 -0.050 0.094 0.12
H 0.9301 5.8248 6.7009 -0.114 -0.183 0.126 0.12
H 0.0918 8.4783 7.9721 -0.003 -0.001 -0.027 0.07
H 1.4839 8.2063 6.9216 0.012 -0.080 -0.040 0.08
H 1.4206 7.4791 8.5405 0.056 -0.028 -0.048 0.08
H -2.6672 4.0875 8.6201 0.016 0.015 -0.014 0.08
H -3.5085 5.1343 9.7975 0.002 0.067 -0.029 0.08
H -1.8282 4.6249 10.1104 0.012 0.028 -0.004 0.07
O 7.0604 -5.7635 -6.3980 0.087 -0.257 -0.185 -0.27
S 7.8005 -5.6826 -5.1779 -0.160 0.479 0.468 0.56
O 9.0356 -6.3893 -5.0235 0.076 -0.145 -0.226 -0.28
O 6.8370 -6.0600 -3.9677 0.055 0.123 0.017 -0.26
C 6.1252 -7.3098 -4.0350 -0.249 -0.544 0.009 -0.25
C 7.0133 -8.4997 -3.7269 0.229 0.056 -0.113 -0.08
C 8.0500 -3.9961 -4.7436 -0.077 0.110 0.078 -0.11
H 5.6467 -7.4114 -5.0103 0.095 0.121 -0.051 0.11
H 5.3338 -7.2354 -3.2917 0.052 0.233 0.028 0.12
H 7.7681 -8.6415 -4.4995 -0.019 0.001 -0.010 0.07
H 6.4141 -9.4088 -3.6654 -0.071 0.048 0.031 0.08
H 7.5364 -8.3532 -2.7818 -0.066 -0.015 0.037 0.08
H 7.1054 -3.4614 -4.8206 -0.006 -0.019 -0.061 0.06
H 8.7716 -3.5818 -5.4439 -0.015 -0.070 -0.064 0.08
H 8.4440 -3.9512 -3.7315 0.006 -0.053 -0.004 0.07
```
Positions in Å, forces in eV/Å.

## Properties
gap between HOMO and LUMO	3.60	eV
charge	-1
F_max	2.68	eV Å⁻¹
total energy	-5839.47694	a.u.
HOMO level	-0.0745	Eh